C12H10BrF5Tc as an isolated structure at a distorted geometry, computed with ωB97M-V/def2-TZVPD.

relative energy (zero: lowest compared OMol25 entry of this formula, charge and spin): 0.628 eV
HOMO level (alpha / beta): -6.884 / -8.135 eV
Kohn-Sham gap (alpha / beta): 6.542 / 6.270 eV
<S²>: 3.776

The geometry in ORCA input format:
```
! wB97M-V def2-TZVPD RIJCOSX def2/J DEFGRID3
* xyz 0 4
C -1.95 -0.43 -0.56
C -1.89 -0.90 0.81
C -1.60 0.20 1.64
H -2.17 -1.90 1.15
C -1.34 1.34 0.84
C -1.59 0.99 -0.53
H -1.83 1.70 -1.30
H -2.38 -0.96 -1.41
H -1.70 0.22 2.72
H -1.09 2.33 1.22
Tc 0.12 -0.18 -0.71
Br 0.22 -2.72 -0.88
C 1.88 1.09 -1.66
C 0.83 1.86 -2.22
C -0.11 0.99 -2.81
H 0.81 2.94 -2.26
C 0.38 -0.35 -2.74
C 1.68 -0.29 -2.06
H 2.39 -1.09 -1.91
H 2.77 1.48 -1.16
H -1.00 1.30 -3.36
H -0.10 -1.24 -3.13
F 0.81 -2.48 2.06
C 1.09 -1.16 1.96
F 2.36 -1.02 1.51
C 0.90 -0.56 3.37
F -0.28 -0.97 3.89
F 1.88 -0.97 4.20
F 0.92 0.80 3.33
*
```



C30H65AlCl19O5P2 as an isolated structure, computed with ωB97M-V/def2-TZVPD.

relative energy (zero: lowest compared OMol25 entry of this formula, charge and spin): 0.000 eV
HOMO level: -4.013 eV
Kohn-Sham gap: 5.749 eV

The geometry in ORCA input format:
```
! wB97M-V def2-TZVPD RIJCOSX def2/J DEFGRID3
* xyz -1 1
C -1.39 2.07 0.45
C -0.20 1.12 0.31
O 0.77 1.65 -0.61
P 1.40 0.78 -1.81
O 2.53 1.52 -2.41
C 1.92 -0.78 -1.07
C 1.78 -2.06 -1.92
Al -0.11 -2.70 -2.20
C -0.49 -4.48 -1.32
C -0.94 -4.31 0.14
C 0.00 -3.36 0.89
C 0.04 -3.48 2.41
C 1.21 -2.67 2.98
O 0.76 -1.59 3.79
C 1.30 -0.33 3.47
P -0.63 -3.11 -4.55
O 0.26 -4.55 -4.72
Cl 0.75 -1.86 -5.50
O 0.24 0.55 -2.86
C -1.14 0.92 -2.72
C -1.95 0.33 -3.85
H -1.44 2.72 -0.42
H -2.32 1.51 0.51
H -1.30 2.71 1.33
H -0.52 0.13 0.00
H 0.32 1.01 1.27
H 1.42 -0.93 -0.11
H 2.96 -0.53 -0.85
H 2.31 -1.94 -2.87
H 2.30 -2.86 -1.39
H -1.15 -1.61 -1.57
H -1.25 -5.06 -1.86
H 0.42 -5.10 -1.31
H -0.97 -5.27 0.68
H -1.96 -3.91 0.17
H 1.01 -3.54 0.51
H -0.26 -2.33 0.62
H 0.11 -4.53 2.70
H -0.88 -3.07 2.84
H 1.79 -2.26 2.15
H 1.89 -3.30 3.57
H 0.48 0.36 3.29
H 1.92 -0.38 2.57
H 1.90 0.08 4.28
H 0.07 -5.10 -3.95
H -1.53 0.53 -1.78
H -1.20 2.01 -2.70
H -1.49 0.53 -4.82
H -2.01 -0.75 -3.72
H -2.95 0.77 -3.80
Cl 3.37 -4.76 1.01
C 4.32 -5.33 2.40
C 4.14 -6.81 2.64
Cl 2.49 -7.19 3.18
H 4.00 -4.76 3.27
H 5.37 -5.12 2.19
H 4.82 -7.13 3.43
H 4.33 -7.39 1.74
Cl -4.66 -2.43 -1.76
C -6.14 -1.50 -2.09
C -5.87 -0.21 -2.81
Cl -5.04 0.98 -1.76
H -6.65 -1.34 -1.15
H -6.77 -2.13 -2.72
H -6.81 0.26 -3.11
H -5.25 -0.36 -3.69
Cl 2.83 1.48 7.11
C 4.45 1.76 6.41
C 4.42 2.79 5.31
Cl 3.55 2.21 3.88
H 4.82 0.81 6.05
H 5.09 2.11 7.22
H 5.44 3.02 5.00
H 3.94 3.71 5.64
Cl 6.06 -9.05 5.71
C 4.88 -8.84 7.04
C 3.65 -8.10 6.58
Cl 4.01 -6.40 6.17
H 5.39 -8.31 7.84
H 4.61 -9.84 7.38
H 2.91 -8.09 7.38
H 3.22 -8.56 5.69
Cl -9.16 -4.78 -2.19
C -10.67 -3.90 -2.52
C -10.41 -2.59 -3.22
Cl -9.57 -1.43 -2.15
H -11.18 -3.75 -1.57
H -11.28 -4.53 -3.16
H -11.35 -2.13 -3.51
H -9.79 -2.73 -4.10
Cl 5.38 4.35 1.55
C 3.64 4.65 1.31
C 3.38 5.75 0.31
Cl 3.90 7.35 0.93
H 3.21 4.88 2.29
H 3.20 3.72 0.95
H 2.31 5.82 0.11
H 3.91 5.57 -0.62
Cl -7.81 3.43 -5.06
C -8.74 4.13 -3.71
C -8.29 3.61 -2.37
Cl -8.66 1.88 -2.17
H -9.79 3.90 -3.88
H -8.60 5.21 -3.74
H -8.80 4.14 -1.57
H -7.21 3.72 -2.24
Cl 4.87 4.14 -5.23
C 3.73 3.93 -3.85
C 2.37 4.49 -4.14
Cl 2.36 6.28 -4.27
H 4.19 4.41 -2.99
H 3.62 2.87 -3.66
H 1.71 4.22 -3.32
H 1.97 4.09 -5.07
Cl 5.28 12.85 -1.67
C 5.50 11.35 -0.73
C 4.27 10.97 0.05
Cl 3.94 12.12 1.38
H 6.36 11.49 -0.08
H 5.72 10.56 -1.45
H 4.42 9.99 0.50
H 3.39 10.94 -0.58
*
```



A 2-piece molecular cluster, C11H12NO2 overall at a distorted geometry, computed with ωB97M-V/def2-TZVPD.

relative energy (zero: lowest compared OMol25 entry of this formula, charge and spin): 2.012 eV
HOMO level: -4.158 eV
Kohn-Sham gap: 7.546 eV

The geometry in ORCA input format:
```
! wB97M-V def2-TZVPD RIJCOSX def2/J DEFGRID3
* xyz -1 1
C 0.04 3.23 -1.87
C 1.17 1.59 -0.21
C -0.39 0.11 0.12
C 0.02 2.07 -0.92
C -1.02 1.14 -0.70
C -1.22 -0.89 0.75
C -2.57 -0.79 0.55
C -2.39 1.17 -1.04
C -3.17 0.19 -0.34
N 0.93 0.41 0.35
H 1.61 -0.09 0.89
H 2.13 1.98 -0.34
H -0.87 -1.76 1.35
H 0.45 4.05 -1.46
H -0.96 3.39 -2.19
H -3.22 -1.55 0.88
H -2.88 1.96 -1.72
H -4.23 0.18 -0.47
H 0.60 2.83 -2.63
C 2.83 -2.91 0.95
C 1.57 -2.63 1.73
O 1.29 -1.36 2.05
O 0.89 -3.64 2.04
H 3.00 -3.93 1.09
H 3.66 -2.35 1.30
H 2.74 -2.40 -0.18
*
```



A 4-piece molecular cluster, C3H12IN6O3 overall at a distorted geometry, computed with ωB97M-V/def2-TZVPD.

relative energy (zero: lowest compared OMol25 entry of this formula, charge and spin): 2.175 eV
HOMO level: -4.827 eV
Kohn-Sham gap: 7.580 eV

The geometry in ORCA input format:
```
! wB97M-V def2-TZVPD RIJCOSX def2/J DEFGRID3
* xyz -1 1
I 15.11 -15.49 -26.87
C 19.32 -16.87 -27.52
O 18.92 -16.99 -26.36
N 20.55 -17.08 -27.91
N 18.56 -16.49 -28.51
H 20.71 -16.93 -28.90
H 21.30 -17.35 -27.29
H 17.63 -16.23 -28.20
H 18.90 -16.31 -29.44
C 18.41 -13.92 -24.05
O 19.39 -13.73 -23.41
N 18.46 -14.48 -25.20
N 17.28 -13.37 -23.89
H 17.62 -14.94 -25.52
H 19.30 -14.92 -25.52
H 16.59 -13.45 -24.62
H 17.12 -12.69 -23.16
C 17.58 -12.12 -28.19
O 18.21 -11.21 -28.80
N 16.57 -11.89 -27.36
N 17.73 -13.42 -28.48
H 16.36 -10.98 -26.98
H 16.12 -12.75 -27.06
H 18.60 -13.85 -28.78
H 17.15 -14.22 -28.26
*
```



- The highest relative energy (zero: lowest compared OMol25 entry of this formula, charge and spin) belongs to which entry?
  C3H12IN6O3



- Among the records above, which one has the lowest relative energy (zero: lowest compared OMol25 entry of this formula, charge and spin)?
  C30H65AlCl19O5P2



- The lowest relative energy (zero: lowest compared OMol25 entry of this formula, charge and spin) belongs to which entry?
  C30H65AlCl19O5P2